{
  "formula": "C36H64IN5O5S",
  "method": "wB97M-V/def2-TZVPD",
  "symbols": ["C", "C", "C", "C", "C", "C", "C", "C", "C", "C", "C", "C", "C", "C", "N", "C", "C", "C", "N", "C", "C", "C", "C", "C", "O", "O", "C", "I", "C", "S", "H", "H", "H", "H", "H", "H", "H", "H", "H", "H", "H", "H", "H", "H", "H", "H", "H", "H", "H", "H", "H", "H", "H", "H", "H", "H", "H", "H", "H", "H", "H", "C", "O", "C", "C", "C", "N", "H", "H", "H", "H", "H", "H", "H", "H", "H", "H", "H", "C", "O", "C", "C", "C", "N", "H", "H", "H", "H", "H", "H", "H", "H", "H", "H", "H", "C", "O", "C", "C", "C", "N", "H", "H", "H", "H", "H", "H", "H", "H", "H", "H", "H"],
  "positions_angstrom": [[-2.2782, 5.9201, 2.3101], [-3.5073, 6.3996, 1.3118], [-4.6675, 5.2046, 1.3825], [-4.2732, 4.1314, 0.1891], [-4.7637, 2.5725, 0.5411], [-3.8458, 1.4279, -0.1962], [-3.7669, -0.0055, 0.6255], [-2.4997, -0.9516, 0.1618], [-1.1472, -0.7736, 1.0807], [-1.0323, 0.5657, 2.0636], [0.2925, 0.8488, 3.0315], [1.5579, -0.1928, 2.9993], [1.4458, -1.5062, 2.0248], [0.1206, -1.8629, 1.0684], [0.0486, -3.1123, 0.2185], [1.2927, -3.3350, -0.6126], [1.2049, -3.7580, -2.2171], [2.5269, -4.0470, -3.1723], [2.3806, -4.4693, -4.6178], [1.5697, -3.4891, -5.4388], [1.9896, -3.7724, -7.0323], [4.0368, -3.8720, -2.4739], [5.4290, -4.1122, -3.3676], [5.5878, -2.7350, -4.2976], [5.0687, -1.5830, -3.8009], [6.2231, -2.6922, -5.6243], [4.1793, -3.4544, -0.8728], [6.1066, -3.2217, 0.1848], [2.8246, -3.2174, 0.0307], [2.8612, -2.7835, 1.8914], [-2.7224, 5.5230, 3.3418], [-1.7131, 5.0214, 1.8134], [-1.5187, 6.8200, 2.4964], [-3.9279, 7.4652, 1.5688], [-3.0821, 6.3999, 0.2029], [-4.6830, 4.7205, 2.4643], [-5.7000, 5.7580, 1.1941], [-4.8215, 4.4874, -0.8015], [-3.0978, 4.2053, 0.0622], [-4.8401, 2.4307, 1.7168], [-5.8798, 2.5140, 0.1360], [-2.7573, 1.8757, -0.3225], [-4.3416, 1.2416, -1.2611], [-4.7554, -0.6036, 0.3244], [-3.8373, 0.1369, 1.8083], [-2.2151, -0.6067, -0.9337], [-2.8237, -2.0920, 0.0806], [-1.8862, 1.3909, 2.1400], [0.3558, 1.7750, 3.7469], [2.5050, -0.0172, 3.6742], [0.0586, -3.9091, 0.9243], [0.1402, -3.8773, -2.7263], [3.2937, -4.6976, -5.0698], [1.7200, -2.3618, -5.1341], [0.4292, -3.8359, -5.3718], [3.0574, -3.2951, -7.2588], [2.1361, -4.9442, -7.1794], [1.1783, -3.4020, -7.7920], [6.3737, -4.2629, -2.6904], [5.2883, -5.0117, -4.1367], [7.1726, -2.3602, -5.4897], [-0.5396, 0.0851, -4.2728], [0.7995, -0.1293, -4.6910], [1.4566, 1.0398, -5.1888], [2.0178, 1.9716, -4.0898], [0.9462, 2.8063, -3.3919], [2.7695, 1.2166, -3.0769], [-1.0521, 0.8306, -4.8881], [-0.5610, 0.3750, -3.2220], [-1.0779, -0.8633, -4.3607], [2.3035, 0.6700, -5.7806], [0.8071, 1.5825, -5.8858], [2.7063, 2.6730, -4.5764], [0.3656, 2.2297, -2.6681], [1.4090, 3.6325, -2.8400], [0.2524, 3.2421, -4.1193], [3.5456, 0.7384, -3.5356], [2.1677, 0.4511, -2.7590], [8.6938, 0.9341, 5.0478], [8.4580, -0.2677, 4.3307], [7.1518, -0.8202, 4.5182], [6.0523, -0.1639, 3.6515], [5.6057, 1.2033, 4.1648], [6.4791, -0.0317, 2.2508], [8.1833, 0.9467, 6.0155], [8.3958, 1.7929, 4.4460], [9.7702, 1.0173, 5.2249], [7.2333, -1.8724, 4.2177], [6.8809, -0.8230, 5.5806], [5.1755, -0.8219, 3.6826], [6.3214, 1.9959, 3.9350], [4.6554, 1.4907, 3.7002], [5.4511, 1.1842, 5.2493], [6.6822, -0.9613, 1.8824], [7.3922, 0.4324, 2.2533], [-6.0173, 0.1562, 3.7088], [-6.1211, -0.9046, 2.7716], [-7.1900, -1.8191, 3.0313], [-8.5745, -1.3365, 2.5401], [-9.2006, -0.2681, 3.4338], [-8.5090, -0.8279, 1.1624], [-6.2910, -0.1563, 4.7210], [-6.6307, 0.9988, 3.3887], [-4.9775, 0.4958, 3.7223], [-6.9359, -2.7313, 2.4769], [-7.2122, -2.0986, 4.0913], [-9.2465, -2.2031, 2.5547], [-8.7560, 0.7190, 3.2880], [-10.2699, -0.1691, 3.2140], [-9.1039, -0.5353, 4.4919], [-8.1828, -1.5783, 0.5526], [-7.7502, -0.1406, 1.1273]],
  "lowdin_charge": [-0.157, -0.267, -0.228, -0.213, -0.211, -0.216, -0.220, -0.182, -0.056, -0.016, -0.056, -0.068, -0.362, -0.134, -0.042, -0.166, 0.060, -0.103, -0.070, -0.252, -0.121, -0.111, -0.090, -0.262, -0.028, -0.032, -0.539, 0.806, -0.419, 0.746, 0.078, 0.067, 0.081, 0.102, 0.106, 0.103, 0.109, 0.121, 0.099, 0.099, 0.115, 0.107, 0.123, 0.115, 0.094, 0.111, 0.121, 0.085, 0.081, 0.078, 0.131, 0.098, 0.089, 0.117, 0.122, 0.082, 0.083, 0.077, 0.082, 0.125, 0.137, -0.103, -0.222, -0.193, -0.428, -0.077, 0.049, 0.091, 0.068, 0.085, 0.121, 0.116, 0.134, 0.061, 0.077, 0.076, 0.059, 0.074, -0.110, -0.194, -0.195, -0.429, -0.075, 0.042, 0.090, 0.072, 0.087, 0.120, 0.117, 0.118, 0.065, 0.068, 0.079, -0.035, 0.074, -0.110, -0.216, -0.192, -0.429, -0.076, 0.036, 0.092, 0.073, 0.075, 0.121, 0.118, 0.134, 0.064, 0.077, 0.078, 0.071, 0.065],
  "largest_force_ev_per_a": 9.003,
  "homo_ev": -7.67,
  "gap_ev": 7.60
}